No. 1
# C32H48O16

A cluster of 8 separate species, C32H48O16 in total in a non-equilibrium geometry (the ωB97M-V functional and the def2-TZVPD basis, OMol25).

- Relative energy (zero: lowest compared OMol25 entry of this formula, charge and spin): 117.4 kcal per mole
- Kohn-Sham gap: 10.13 eV
- SMILES: O=C1CCCO1.O=C1CCCO1.O=C1CCCO1.O=C1CCCO1.O=C1CCCO1.O=C1CCCO1.O=C1CCCO1.O=C1CCCO1
- Highest occupied orbital energy: -9.82 eV

Cartesian coordinates (Å):
O (-2.14, 0.41, 7.18)
C (-2.44, 0.83, 8.28)
C (-3.85, 1.42, 8.77)
C (-3.70, 1.11, 10.23)
C (-2.23, 1.35, 10.48)
O (-1.58, 0.80, 9.38)
H (-4.02, 2.49, 8.66)
H (-4.66, 0.87, 8.31)
H (-4.32, 1.70, 10.90)
H (-3.97, 0.06, 10.39)
H (-1.83, 2.36, 10.42)
H (-2.01, 0.88, 11.44)
O (0.73, -5.51, 6.89)
C (1.45, -4.61, 6.62)
C (2.25, -3.82, 7.59)
C (2.64, -2.57, 6.79)
C (2.34, -3.05, 5.39)
O (1.65, -4.19, 5.42)
H (1.70, -3.74, 8.53)
H (3.08, -4.49, 7.84)
H (1.80, -1.94, 7.07)
H (3.68, -2.25, 6.87)
H (1.65, -2.33, 4.94)
H (3.29, -3.07, 4.86)
O (7.13, -1.90, -4.12)
C (6.93, -0.71, -4.21)
C (7.47, 0.23, -5.24)
C (6.46, 1.40, -5.19)
C (5.54, 1.15, -3.99)
O (5.91, -0.14, -3.56)
H (8.53, 0.51, -5.18)
H (7.29, -0.26, -6.19)
H (6.85, 2.42, -5.16)
H (5.83, 1.30, -6.08)
H (5.68, 1.89, -3.20)
H (4.54, 1.07, -4.41)
O (1.91, -5.76, -9.27)
C (2.46, -5.30, -8.26)
C (2.32, -5.73, -6.82)
C (3.39, -5.09, -6.04)
C (4.18, -4.29, -7.19)
O (3.35, -4.35, -8.37)
H (1.35, -5.45, -6.41)
H (2.47, -6.81, -6.75)
H (2.97, -4.34, -5.37)
H (3.92, -5.80, -5.40)
H (4.26, -3.23, -6.94)
H (5.17, -4.59, -7.53)
O (2.68, 6.63, -2.79)
C (1.87, 7.45, -2.38)
C (2.11, 8.89, -2.11)
C (0.61, 9.30, -1.99)
C (-0.14, 8.01, -1.65)
O (0.70, 7.03, -2.10)
H (2.51, 8.96, -1.10)
H (2.72, 9.33, -2.89)
H (0.33, 10.02, -1.21)
H (0.25, 9.72, -2.93)
H (-0.42, 8.13, -0.61)
H (-1.10, 7.97, -2.16)
O (-6.03, -4.75, 2.47)
C (-6.75, -5.12, 3.37)
C (-6.35, -5.51, 4.80)
C (-7.65, -6.03, 5.47)
C (-8.70, -5.94, 4.40)
O (-8.11, -5.16, 3.34)
H (-5.53, -6.22, 4.92)
H (-6.05, -4.61, 5.35)
H (-7.56, -6.99, 5.99)
H (-7.99, -5.47, 6.34)
H (-9.02, -6.84, 3.87)
H (-9.57, -5.44, 4.82)
O (-1.40, 6.52, -6.56)
C (-1.63, 5.28, -6.47)
C (-0.58, 4.33, -6.88)
C (-1.49, 3.07, -6.93)
C (-2.74, 3.30, -6.05)
O (-2.79, 4.68, -6.10)
H (-0.22, 4.53, -7.89)
H (0.19, 4.26, -6.12)
H (-1.84, 3.05, -7.96)
H (-1.07, 2.10, -6.65)
H (-3.68, 2.80, -6.30)
H (-2.59, 2.95, -5.02)
O (-0.25, -1.81, -2.09)
C (-0.37, -0.87, -1.38)
C (-1.17, -0.90, -0.11)
C (-1.16, 0.52, 0.33)
C (-0.14, 1.23, -0.55)
O (0.21, 0.39, -1.63)
H (-2.10, -1.40, -0.39)
H (-0.74, -1.51, 0.68)
H (-2.09, 1.01, 0.07)
H (-0.89, 0.53, 1.39)
H (-0.49, 2.22, -0.84)
H (0.82, 1.43, -0.09)



No. 2
# C32H49As2IrO11S3SiTe

A structure of composition C32H49As2IrO11S3SiTe (the ωB97M-V functional and the def2-TZVPD basis, OMol25).

- 2S+1: 6
- ⟨S²⟩: 8.80
- Kohn-Sham gap (alpha / beta): 5.22 / 5.44 eV
- Net charge: -1
- Highest occupied orbital energy (alpha / beta): -2.88 / -4.56 eV

Cartesian coordinates (Å):
Ir (-0.60, -0.45, 0.28)
S (-0.71, -0.61, 2.75)
C (-1.33, -2.20, 3.04)
C (-1.45, -2.68, 4.35)
C (-1.99, -3.92, 4.62)
C (-2.43, -4.73, 3.57)
C (-2.31, -4.29, 2.28)
C (-1.75, -3.03, 1.98)
S (-1.65, -2.54, 0.32)
H (-1.11, -2.04, 5.16)
H (-2.07, -4.26, 5.65)
H (-2.87, -5.70, 3.78)
H (-2.64, -4.91, 1.45)
Te (-1.41, -0.33, -2.48)
C (1.21, 3.43, -2.44)
O (0.14, 2.48, -2.49)
C (-0.85, 2.68, -1.63)
O (-0.86, 3.55, -0.79)
C (-2.04, 1.74, -1.82)
C (-3.07, 2.23, -2.70)
As (-4.91, 1.61, -2.77)
C (-4.86, 0.47, -4.36)
C (-4.92, 0.22, -1.40)
C (-4.22, 0.22, -0.27)
As (-2.56, 1.20, 0.03)
C (-3.32, 2.81, 0.84)
C (-4.76, -0.51, 0.92)
O (-5.82, -1.09, 0.95)
O (-3.96, -0.36, 1.98)
C (-4.43, -0.92, 3.21)
C (-6.01, -0.79, -1.64)
O (-5.80, -1.95, -1.85)
O (-7.21, -0.19, -1.69)
C (-8.32, -1.05, -1.95)
C (-2.92, 3.28, -3.70)
O (-3.80, 3.56, -4.50)
O (-1.74, 3.93, -3.65)
C (-1.58, 4.98, -4.59)
H (1.56, 3.53, -3.46)
H (1.99, 3.02, -1.80)
H (0.86, 4.38, -2.04)
H (-4.61, 1.11, -5.20)
H (-5.85, 0.04, -4.51)
H (-4.11, -0.31, -4.24)
H (-4.04, 3.23, 0.14)
H (-2.52, 3.52, 1.03)
H (-3.81, 2.52, 1.76)
H (-3.72, -0.58, 3.96)
H (-4.43, -2.00, 3.14)
H (-5.44, -0.56, 3.41)
H (-9.09, -0.42, -2.39)
H (-8.67, -1.48, -1.02)
H (-8.03, -1.85, -2.63)
H (-0.68, 5.52, -4.28)
H (-2.44, 5.64, -4.58)
H (-1.45, 4.58, -5.60)
C (4.94, -2.27, -2.47)
C (3.67, -1.67, -1.90)
C (2.92, -0.87, -2.96)
C (2.77, -2.76, -1.33)
O (4.10, -0.78, -0.86)
Si (3.38, -0.33, 0.53)
S (1.50, 0.49, 0.10)
O (3.25, -1.61, 1.53)
C (3.60, -1.86, 2.89)
C (3.08, -0.74, 3.78)
C (2.92, -3.17, 3.24)
C (5.11, -1.98, 2.98)
O (4.40, 0.74, 1.23)
C (4.80, 2.08, 0.95)
C (3.64, 3.03, 1.22)
C (5.96, 2.36, 1.89)
C (5.25, 2.18, -0.51)
H (4.72, -2.93, -3.31)
H (5.47, -2.85, -1.71)
H (5.60, -1.48, -2.83)
H (2.58, -1.53, -3.76)
H (3.59, -0.13, -3.40)
H (2.06, -0.37, -2.54)
H (2.51, -3.48, -2.11)
H (1.84, -2.34, -0.94)
H (3.27, -3.29, -0.52)
H (2.01, -0.61, 3.64)
H (3.57, 0.21, 3.53)
H (3.28, -0.97, 4.82)
H (1.84, -3.07, 3.14)
H (3.15, -3.47, 4.26)
H (3.26, -3.96, 2.56)
H (5.59, -1.04, 2.70)
H (5.47, -2.76, 2.32)
H (5.40, -2.23, 4.01)
H (3.25, 2.87, 2.22)
H (2.83, 2.88, 0.52)
H (3.99, 4.06, 1.14)
H (5.63, 2.28, 2.93)
H (6.35, 3.37, 1.73)
H (6.76, 1.64, 1.73)
H (4.44, 1.89, -1.18)
H (6.09, 1.51, -0.69)
H (5.55, 3.20, -0.74)



No. 3
# C32H49BClF2N7O6S

A cluster of 7 separate species, C32H49BClF2N7O6S in total in a non-equilibrium geometry (the ωB97M-V functional and the def2-TZVPD basis, OMol25).

- Kohn-Sham gap: 9.66 eV
- SMILES: COCCC[C@]1(CCF)OS(=O)(=O)[C@@H](B(C)O)[C@](Cl)(COC)[C@]1(c1ccncc1)[C@H](C)F.CC#N.CC#N.CC#N.CC#N.CC#N.CC#N
- Highest occupied orbital energy: -9.43 eV

Cartesian coordinates (Å):
C (3.87, -4.13, 0.54)
O (2.62, -4.73, 0.29)
C (1.98, -4.24, -0.89)
C (0.55, -3.86, -0.52)
C (0.54, -2.76, 0.55)
C (-0.57, -1.67, 0.50)
C (-0.61, -1.13, 1.98)
C (-1.74, -1.65, 2.85)
F (-1.57, -3.00, 3.14)
O (-1.80, -2.43, 0.37)
S (-2.65, -2.71, -0.93)
O (-2.46, -4.08, -1.30)
O (-4.01, -2.37, -0.63)
C (-1.99, -1.72, -2.26)
B (-3.17, -0.91, -3.04)
C (-4.25, 0.06, -2.43)
O (-3.19, -1.20, -4.37)
C (-0.67, -0.89, -2.03)
Cl (-0.97, 0.60, -3.05)
C (0.52, -1.62, -2.73)
O (1.21, -0.82, -3.65)
C (2.48, -1.37, -3.98)
C (-0.37, -0.48, -0.52)
C (-1.31, 0.71, -0.17)
C (-0.90, 2.04, -0.37)
C (-1.74, 3.08, -0.05)
N (-2.96, 2.95, 0.49)
C (-3.33, 1.69, 0.70)
C (-2.57, 0.57, 0.39)
C (1.11, -0.02, -0.40)
C (1.57, 0.68, 0.87)
F (1.43, 0.83, -1.47)
H (4.53, -4.19, -0.33)
H (4.35, -4.60, 1.39)
H (3.78, -3.06, 0.79)
H (1.99, -5.05, -1.63)
H (2.56, -3.39, -1.25)
H (0.13, -4.77, -0.10)
H (-0.03, -3.66, -1.42)
H (0.30, -3.28, 1.47)
H (1.51, -2.33, 0.74)
H (0.31, -1.42, 2.49)
H (-0.65, -0.05, 2.03)
H (-1.68, -1.12, 3.80)
H (-2.73, -1.46, 2.45)
H (-1.73, -2.50, -2.97)
H (-3.85, 1.07, -2.40)
H (-5.13, 0.10, -3.09)
H (-4.61, -0.20, -1.44)
H (-3.93, -0.74, -4.79)
H (0.15, -2.49, -3.28)
H (1.22, -2.01, -2.00)
H (2.39, -2.10, -4.78)
H (3.00, -1.78, -3.11)
H (3.09, -0.55, -4.37)
H (0.07, 2.28, -0.77)
H (-1.39, 4.09, -0.23)
H (-4.31, 1.54, 1.14)
H (-3.00, -0.39, 0.61)
H (1.79, -0.86, -0.55)
H (2.43, 1.29, 0.61)
H (0.81, 1.25, 1.38)
H (1.94, -0.07, 1.57)
C (5.70, -7.90, 1.03)
C (6.43, -6.65, 1.23)
N (6.99, -5.67, 1.38)
H (4.79, -7.71, 0.47)
H (6.32, -8.60, 0.48)
H (5.44, -8.33, 1.99)
C (-7.29, -2.52, 0.80)
C (-6.63, -1.24, 0.98)
N (-6.09, -0.24, 1.12)
H (-8.21, -2.39, 0.22)
H (-6.62, -3.19, 0.26)
H (-7.54, -2.95, 1.76)
C (6.66, 0.46, -4.83)
C (5.99, -0.63, -5.53)
N (5.47, -1.48, -6.09)
H (6.70, 0.24, -3.76)
H (7.68, 0.57, -5.20)
H (6.12, 1.39, -4.99)
C (-0.21, 7.67, -1.27)
C (0.14, 6.39, -0.68)
N (0.41, 5.38, -0.21)
H (-0.43, 7.53, -2.33)
H (-1.09, 8.08, -0.78)
H (0.61, 8.37, -1.17)
C (-0.20, 5.30, 3.01)
C (-0.14, 6.07, 4.25)
N (-0.10, 6.67, 5.22)
H (0.44, 4.43, 3.08)
H (-1.22, 4.98, 2.81)
H (0.15, 5.91, 2.18)
C (-1.35, 8.98, 7.40)
C (-1.78, 10.30, 7.83)
N (-2.11, 11.34, 8.17)
H (-0.34, 8.78, 7.73)
H (-2.01, 8.22, 7.82)
H (-1.38, 8.91, 6.31)



No. 4
# C32H49BN5O6PS

A cluster of 4 separate species, C32H49BN5O6PS in total in a non-equilibrium geometry (the ωB97M-V functional and the def2-TZVPD basis, OMol25).

- Kohn-Sham gap: 6.96 eV
- SMILES: CCOCC[C@@H]1[N@H+]([PH2]=S)CCN(B(O)OC)[C@@]1(C[C@H](C)OCc1ccccc1)C(=O)[O-].c1cc[nH]c1.c1cc[nH]c1.c1cc[nH]c1
- Highest occupied orbital energy: -7.67 eV

Cartesian coordinates (Å):
C (0.75, 2.63, 3.69)
C (-0.81, 2.89, 3.15)
O (-1.39, 1.55, 2.97)
C (-1.70, 1.30, 1.52)
C (-0.34, 0.73, 0.81)
C (-0.44, 0.41, -0.79)
N (-1.58, -0.47, -1.23)
P (-3.16, 0.36, -1.43)
S (-3.08, 1.85, -2.73)
C (-1.62, -1.69, -0.32)
C (-0.18, -2.44, -0.47)
N (1.04, -1.63, -0.51)
B (2.19, -2.02, 0.35)
O (2.35, -1.35, 1.68)
O (3.21, -3.08, 0.06)
C (3.18, -4.02, 1.21)
C (1.04, -0.31, -1.15)
C (2.32, 0.69, -0.81)
C (2.19, 2.18, -1.55)
C (3.77, 2.69, -1.71)
O (1.35, 3.12, -0.79)
C (1.55, 4.52, -1.16)
C (1.38, 4.87, -2.75)
C (2.49, 5.93, -3.40)
C (2.50, 6.43, -4.96)
C (1.31, 5.87, -5.95)
C (0.19, 4.83, -5.33)
C (0.20, 4.31, -3.75)
C (1.22, -0.59, -2.79)
O (0.46, 0.07, -3.72)
O (2.28, -1.54, -3.19)
H (0.96, 3.27, 4.66)
H (0.80, 1.50, 4.04)
H (1.56, 2.83, 2.87)
H (-0.82, 3.58, 2.20)
H (-1.35, 3.48, 4.02)
H (-2.55, 0.46, 1.56)
H (-2.11, 2.29, 1.00)
H (-0.03, -0.23, 1.44)
H (0.49, 1.54, 1.09)
H (-0.56, 1.44, -1.37)
H (-1.44, -0.89, -2.20)
H (-3.81, 0.71, -0.20)
H (-4.03, -0.63, -2.08)
H (-2.00, -1.49, 0.76)
H (-2.43, -2.42, -0.81)
H (-0.10, -3.23, 0.41)
H (-0.24, -3.10, -1.46)
H (1.66, -1.80, 2.28)
H (2.18, -3.95, 1.84)
H (4.10, -3.83, 1.92)
H (3.18, -5.12, 0.76)
H (3.34, 0.25, -1.24)
H (2.44, 0.95, 0.33)
H (1.78, 2.12, -2.65)
H (4.22, 3.06, -0.67)
H (4.47, 1.86, -2.17)
H (3.87, 3.63, -2.44)
H (0.69, 5.13, -0.60)
H (2.56, 4.99, -0.73)
H (3.32, 6.36, -2.68)
H (3.34, 7.17, -5.32)
H (1.30, 6.25, -7.08)
H (-0.68, 4.44, -6.04)
H (-0.60, 3.55, -3.33)
C (1.29, -0.11, 8.54)
C (0.89, -1.44, 8.27)
C (0.21, -1.43, 7.08)
N (0.18, -0.14, 6.61)
C (0.84, 0.67, 7.50)
H (1.84, 0.24, 9.40)
H (1.07, -2.31, 8.89)
H (-0.26, -2.23, 6.52)
H (-0.26, 0.16, 5.75)
H (0.94, 1.73, 7.31)
C (0.22, -6.52, 2.47)
C (0.79, -7.38, 3.45)
C (1.40, -8.41, 2.78)
N (1.22, -8.21, 1.43)
C (0.51, -7.06, 1.24)
H (-0.33, -5.61, 2.65)
H (0.75, -7.25, 4.52)
H (1.95, -9.27, 3.14)
H (1.57, -8.82, 0.70)
H (0.27, -6.72, 0.24)
C (-7.06, -0.82, -5.60)
C (-7.11, 0.23, -4.64)
C (-5.81, 0.64, -4.42)
N (-4.98, -0.12, -5.20)
C (-5.73, -1.01, -5.93)
H (-7.90, -1.37, -6.00)
H (-7.99, 0.63, -4.17)
H (-5.41, 1.41, -3.77)
H (-3.98, -0.04, -5.24)
H (-5.26, -1.70, -6.62)



No. 5
# C32H49BrClO2PPt

A structure of composition C32H49BrClO2PPt in a non-equilibrium geometry (the ωB97M-V functional and the def2-TZVPD basis, OMol25).

- 2S+1: 5
- ⟨S²⟩: 6.02
- Kohn-Sham gap (alpha / beta): 7.57 / 5.09 eV
- Highest occupied orbital energy (alpha / beta): -7.05 / -8.75 eV

Cartesian coordinates (Å):
Pt (-0.84, -0.04, 1.39)
Cl (-3.20, -0.11, 1.19)
P (-0.44, 0.22, -0.93)
C (-0.94, 1.27, 3.20)
H (-0.08, 1.90, 2.87)
H (-1.81, 1.78, 3.64)
C (1.02, -0.64, -1.85)
C (-0.29, 2.01, -1.45)
C (2.36, 0.04, -1.60)
H (1.04, -1.61, -1.36)
C (3.53, -0.86, -2.00)
H (2.42, 0.98, -2.16)
H (2.46, 0.29, -0.54)
C (3.41, -1.35, -3.45)
H (4.46, -0.30, -1.87)
H (3.57, -1.72, -1.31)
C (2.02, -1.84, -3.85)
H (3.71, -0.53, -4.12)
H (4.14, -2.15, -3.60)
C (0.91, -0.90, -3.36)
H (1.97, -1.93, -4.94)
H (1.86, -2.84, -3.42)
H (1.00, 0.05, -3.91)
H (-0.05, -1.33, -3.64)
C (-2.01, -0.36, -1.82)
C (0.23, 2.35, -2.86)
H (-1.34, 2.34, -1.41)
C (0.01, 3.84, -3.16)
H (1.31, 2.15, -2.94)
H (-0.26, 1.76, -3.64)
C (0.61, 4.77, -2.09)
H (0.45, 4.09, -4.14)
H (-1.07, 4.04, -3.23)
C (0.32, 4.34, -0.65)
H (1.69, 4.82, -2.24)
H (0.23, 5.78, -2.23)
C (0.48, 2.83, -0.42)
H (0.98, 4.86, 0.04)
H (-0.71, 4.61, -0.38)
H (1.54, 2.55, -0.46)
H (0.15, 2.58, 0.59)
C (-2.05, -1.89, -1.80)
H (-2.80, 0.00, -1.14)
C (-3.41, -2.43, -2.26)
H (-1.27, -2.26, -2.48)
H (-1.83, -2.29, -0.80)
C (-3.87, -1.83, -3.59)
H (-3.33, -3.51, -2.34)
H (-4.14, -2.21, -1.47)
C (-3.74, -0.30, -3.65)
H (-3.33, -2.28, -4.43)
H (-4.92, -2.10, -3.73)
C (-2.35, 0.19, -3.20)
H (-3.92, 0.07, -4.67)
H (-4.51, 0.15, -3.01)
H (-1.61, -0.15, -3.94)
H (-2.36, 1.28, -3.19)
C (-0.23, -1.92, 1.22)
C (-0.79, -0.13, 3.55)
H (0.40, -2.25, 0.37)
C (-1.90, -0.82, 4.35)
H (0.20, -0.50, 3.87)
C (-1.73, -2.34, 4.41)
H (-1.86, -0.42, 5.38)
H (-2.89, -0.59, 3.93)
C (-1.68, -3.00, 3.01)
H (-0.83, -2.60, 5.00)
H (-2.62, -2.74, 4.93)
C (-0.30, -2.89, 2.31)
H (-1.88, -4.07, 3.14)
H (-2.47, -2.53, 2.40)
H (0.48, -2.63, 3.05)
H (-0.07, -3.87, 1.87)
Br (2.66, 2.97, 2.88)
C (2.45, 1.50, 4.06)
C (2.24, 1.72, 5.42)
C (2.06, 0.63, 6.28)
C (2.30, -0.66, 5.79)
C (2.59, -0.87, 4.43)
C (2.45, 0.19, 3.53)
C (2.36, -0.11, 2.05)
O (3.22, -0.83, 1.53)
O (1.35, 0.41, 1.43)
H (2.22, 2.74, 5.81)
H (1.84, 0.79, 7.34)
H (2.25, -1.53, 6.46)
H (2.83, -1.85, 4.03)



no.,E (Ha)
1,-2451.88616
2,-8404.57168
3,-3166.34592
4,-2737.73273
5,-4893.92931